[1]
The following is a quantum chemistry calculation of C34H34Cl2N4O6S2V as an isolated structure at a distorted geometry, from the Open Molecules 2025 dataset.

Output
Gap between HOMO and LUMO (spin up / spin down) (eV): 6.124 / 6.160
Calculated total energy (hartree): -4647.15802
Charge: +1

```
83
Properties=species:S:1:pos:R:3:forces:R:3
V -0.118098 0.641637 -0.557883 -0.237 -0.627 2.055
Cl -3.169565 7.057972 -1.246402 -0.089 0.253 -0.048
C -2.671414 5.443065 -0.931312 0.291 -0.262 -0.157
C -3.348713 4.705758 0.052513 0.278 -0.194 -0.159
C -2.955650 3.418742 0.320271 0.258 -0.108 -0.133
Cl -3.741915 2.493332 1.539387 -0.181 -0.080 0.163
C -1.877676 2.798018 -0.365247 -0.196 1.791 -0.404
O -1.538203 1.594956 -0.070046 -1.366 -0.070 0.173
C -1.199018 3.583203 -1.352750 -0.425 -0.528 0.719
C -0.096992 3.001253 -2.032799 0.026 0.599 -0.265
O 0.409792 1.912532 -1.677707 0.471 2.095 -2.011
C -1.620567 4.897236 -1.625337 -0.222 -0.053 0.135
H -4.161962 5.157914 0.599040 -0.065 -0.015 0.037
H 0.345504 3.527102 -2.885341 0.013 -0.113 0.115
H -1.100593 5.467080 -2.376753 0.025 0.157 -0.146
N -0.802955 -0.713462 0.948697 -0.561 -0.578 0.189
C -0.319201 -0.299304 2.226523 0.028 -0.217 0.797
C -0.558845 -0.973238 3.401804 0.039 0.186 -0.653
C -0.036061 -0.496612 4.609706 0.250 0.306 0.207
C 0.723428 0.644311 4.642336 -0.135 -0.282 0.065
C 0.990704 1.360213 3.459580 -0.158 -0.035 -0.440
C 1.760180 2.542278 3.411140 -0.178 -0.021 -0.539
C 1.928142 3.165110 2.200136 0.014 0.110 0.556
C 1.354844 2.621825 1.047067 -0.308 -0.184 0.098
N 0.642675 1.506616 1.046967 1.541 1.380 1.442
C 0.452777 0.878115 2.235748 0.011 -0.095 0.720
H -0.505036 -1.668716 0.731917 -0.105 0.151 0.211
H -1.827391 -0.713384 0.907853 0.298 -0.014 -0.078
H -1.151910 -1.876070 3.391842 -0.072 -0.081 -0.042
H -0.239547 -1.036790 5.520637 -0.007 -0.038 0.101
H 1.119100 1.004811 5.578669 0.072 0.079 0.108
H 2.194050 2.940195 4.314832 0.062 0.069 0.104
H 2.493051 4.079465 2.124770 0.082 0.093 -0.048
H 1.478187 3.133802 0.101098 0.028 -0.111 -0.025
C 1.543029 -6.551960 1.035168 0.015 -0.019 0.065
C 0.902756 -5.429794 0.279985 -0.024 0.057 -0.080
C 1.686020 -4.566862 -0.483591 -0.104 0.092 -0.039
C 1.117119 -3.499647 -1.154336 0.153 -0.001 0.072
C -0.244412 -3.286294 -1.053776 0.010 0.467 -0.268
C -1.049562 -4.147756 -0.330895 -0.192 0.068 0.007
C -0.473719 -5.217328 0.334346 0.134 0.084 -0.117
S -0.927883 -1.878456 -1.898985 -2.022 -1.321 -0.650
O -2.216616 -1.587215 -1.296979 0.495 -0.484 0.196
O -0.933245 -2.135161 -3.313369 0.733 -0.207 0.404
O 0.041769 -0.782054 -1.564159 1.273 -2.240 -2.154
H 2.500228 -6.820213 0.595122 0.030 -0.071 -0.019
H 0.902326 -7.429710 1.055282 -0.012 -0.084 0.014
H 1.729422 -6.251047 2.066626 -0.001 -0.024 0.070
H 2.750123 -4.732988 -0.554148 0.125 -0.042 0.000
H 1.704190 -2.816719 -1.747549 0.228 0.015 -0.030
H -2.114366 -3.973165 -0.306947 -0.125 -0.006 0.084
H -1.102238 -5.897153 0.888236 -0.059 -0.096 0.101
C -5.686028 -0.848825 -2.183655 -0.003 -0.313 -0.055
N -4.629915 0.054713 -2.593939 -0.416 -0.153 0.240
C -3.512637 -0.185399 -3.287668 0.441 1.055 -0.505
S -2.320452 1.027264 -3.200573 0.390 0.360 -0.039
N -3.303535 -1.175929 -4.148439 -0.007 -0.510 0.039
C -4.100834 -2.364255 -4.372129 -0.224 -0.017 0.040
H -6.457232 -0.258709 -1.694615 -0.005 -0.014 -0.012
H -5.312187 -1.592678 -1.477011 -0.068 -0.057 0.006
H -6.136725 -1.353726 -3.033545 -0.055 0.024 0.081
H -4.551557 0.895768 -2.039190 0.117 -0.122 -0.213
H -2.315158 -1.312469 -4.357501 -0.459 0.395 0.040
H -4.147648 -2.996745 -3.483396 -0.093 -0.040 -0.011
H -3.628362 -2.931068 -5.170922 -0.013 0.012 0.018
H -5.102467 -2.094963 -4.701649 0.005 -0.115 -0.003
C 3.388805 1.208791 -1.752608 -0.328 -0.324 -0.098
C 3.120885 0.609463 -0.402051 0.154 -0.098 -0.139
O 2.166481 -0.138135 -0.208785 0.059 0.184 -0.221
C 4.012681 0.944028 0.724971 0.129 -0.179 0.477
C 3.825100 0.242329 1.920388 -0.073 0.018 -0.262
C 4.541930 0.574625 3.049489 0.001 -0.057 0.029
C 5.457200 1.615440 3.004592 -0.064 0.014 -0.051
C 5.673649 2.298347 1.816732 0.100 0.114 0.037
C 4.967146 1.962327 0.676610 -0.210 -0.138 -0.096
H 2.641116 0.836405 -2.452594 0.139 0.066 -0.001
H 4.385661 0.926309 -2.085248 0.108 0.007 -0.027
H 3.342546 2.296110 -1.722857 0.022 0.084 0.051
H 3.096333 -0.556515 1.933084 -0.003 -0.031 0.057
H 4.381143 0.024343 3.962805 0.016 -0.051 0.148
H 5.998930 1.894128 3.894952 0.113 0.019 0.073
H 6.396397 3.099648 1.784305 0.060 0.056 -0.023
H 5.142673 2.503934 -0.240541 0.026 0.061 -0.080
```
Positions in Å, forces in eV/Å.


[2]
The following is a quantum chemistry calculation of C34H34CuN2P2S5 as an isolated structure at a distorted geometry, from the Open Molecules 2025 dataset.

Output
⟨S²⟩: 0.77
Gap between HOMO and LUMO (spin up / spin down) (eV): 7.118 / 6.234
Energy above the lowest of the compared OMol25 structures with the same formula, charge and spin (eV): 0.000
Calculated total energy (hartree): -5739.59142
Multiplicity: 2
Charge: 0

```
78
Properties=species:S:1:pos:R:3:forces:R:3
Cu 15.814965 11.864762 12.206443 -0.412 0.194 -0.073
S 22.385821 10.692536 14.692761 -1.174 -0.055 -0.391
C 20.812221 10.773423 14.186990 0.369 0.159 0.271
S 19.550188 11.622559 15.150124 0.594 -0.764 -1.328
C 18.255238 11.494537 13.951118 0.059 0.581 0.743
C 18.558055 10.708650 12.836252 0.151 -0.060 -0.827
S 17.481412 10.446454 11.568383 0.206 -0.426 -0.155
S 20.222253 10.095279 12.641498 -0.595 0.930 1.735
S 16.821469 12.387301 14.222670 1.029 -0.426 -0.002
C 12.255676 11.586588 11.630934 -0.493 0.218 -0.077
P 13.731274 11.090955 12.632532 -0.400 1.091 -0.267
C 13.614136 9.305780 12.634243 1.586 -2.278 0.521
C 14.402412 8.560515 11.676140 -0.803 -1.016 1.036
C 14.437889 7.141842 11.755922 0.448 1.600 -0.603
C 13.713659 6.453261 12.711628 0.011 1.181 0.169
C 13.015951 7.146127 13.675516 -0.108 2.117 0.977
C 13.073112 8.576819 13.716855 -0.637 -0.175 -0.846
C 13.351522 11.701623 14.329158 -0.706 -0.219 -0.179
C 14.160856 11.147953 15.310695 1.012 -0.347 0.310
C 14.057464 11.510848 16.637811 -0.189 1.451 0.203
C 13.203639 12.552830 16.977983 -1.127 0.196 -0.575
C 12.379760 13.163533 15.986429 0.659 -1.057 0.452
C 12.392085 12.700298 14.668930 0.697 -0.299 -0.846
P 12.041213 10.362012 10.130515 1.425 0.925 1.527
C 10.449275 9.646935 10.492108 -0.268 0.102 -0.405
C 9.719460 9.186213 9.387146 1.220 -0.470 -1.308
C 8.516509 8.549103 9.567652 -0.343 1.146 -1.215
C 8.012985 8.415829 10.823970 0.245 -0.136 1.161
C 8.745558 8.818315 11.926444 0.490 -0.005 -0.788
C 9.957892 9.462630 11.781967 0.037 0.405 0.167
C 11.717199 11.511371 8.794614 -0.021 0.426 0.811
C 12.819309 11.893038 8.029471 -0.103 0.720 -0.871
C 12.552632 12.605828 6.870754 0.140 -0.592 -0.111
C 11.243076 12.765242 6.397648 1.470 1.697 -0.712
C 10.216926 12.632686 7.278594 -0.903 -0.871 0.969
C 10.459567 12.036418 8.551188 -0.180 0.231 -1.990
H 12.481027 12.622340 11.320723 -0.122 -0.472 -0.440
H 11.310449 11.701261 12.228240 0.803 -0.468 -0.468
H 15.035446 9.030202 10.924801 -0.408 0.179 0.208
H 15.102869 6.587972 11.082774 -0.373 0.293 0.170
H 13.809334 5.411945 12.755512 -0.153 -1.423 0.036
H 12.467950 6.687664 14.495767 0.258 -0.306 -0.251
H 12.660084 9.182436 14.559390 0.100 -0.960 -0.729
H 15.022798 10.499067 15.085393 -0.827 0.054 -0.324
H 14.770187 11.190691 17.380237 -0.023 -0.509 0.031
H 13.107316 12.857387 18.025258 0.140 0.103 -0.470
H 11.734518 13.961557 16.290242 -0.333 0.312 0.004
H 11.755638 13.129806 13.839794 0.697 -0.386 1.302
H 10.107356 9.245158 8.304987 -0.436 0.227 1.952
H 7.918955 8.432829 8.673670 -0.151 -0.702 0.090
H 7.062552 8.008861 11.021392 -1.070 -0.575 -0.081
H 8.391755 8.602499 12.888361 -0.632 -0.056 1.263
H 10.445337 9.890605 12.677980 -0.091 -0.538 -0.722
H 13.879035 11.726281 8.287031 -0.872 -0.376 0.068
H 13.387838 12.986586 6.319303 0.260 0.016 -0.535
H 11.107635 13.243623 5.404392 -0.072 -0.516 0.780
H 9.229381 12.902961 6.907560 -0.011 -0.057 0.564
H 9.648626 11.859429 9.236106 -0.149 -0.046 0.070
C 17.650930 13.812376 10.857138 -2.028 -0.499 -0.046
C 17.918356 14.875178 9.795407 -0.803 0.582 -1.395
N 16.694880 15.706751 9.440157 -0.508 -1.015 1.129
C 16.012480 16.154241 10.701456 0.623 -1.277 -0.486
C 15.599209 14.952130 11.604714 0.735 -0.871 0.816
N 16.104547 13.639560 11.058337 1.457 0.827 -1.622
C 15.523504 13.446881 9.660902 -0.147 1.466 0.344
C 15.728307 14.798184 8.760986 0.419 -1.289 0.328
H 18.042108 14.024878 11.838021 0.145 0.467 0.361
H 18.044557 12.831721 10.610633 -0.010 -0.047 -0.318
H 18.222783 14.495007 8.801389 -0.094 -0.405 0.612
H 18.745384 15.508916 10.069793 0.083 0.552 0.371
H 15.101124 16.626662 10.427505 -0.623 0.800 -0.421
H 16.653387 16.868810 11.192569 0.227 0.130 0.310
H 14.515180 14.830195 11.653808 -0.027 0.210 0.033
H 15.976566 15.044395 12.672708 -0.367 -0.110 -1.286
H 14.466670 13.158503 9.764776 0.260 0.398 0.084
H 16.009404 12.598924 9.180628 0.288 0.013 0.156
H 14.778655 15.322142 8.522262 0.536 -0.238 0.503
H 16.145007 14.465595 7.786582 -0.083 0.340 0.524
```
Positions in Å, forces in eV/Å.


[3]
The following is a quantum chemistry calculation of C34H34FN3O3PSSbScTe as an isolated structure at a distorted geometry, from the Open Molecules 2025 dataset.

Output
Gap between HOMO and LUMO (eV): 7.833
Energy above the lowest of the compared OMol25 structures with the same formula, charge and spin (eV): 0.483
Calculated total energy (hartree): -3814.49829
Charge: +1

```
80
Properties=species:S:1:pos:R:3:forces:R:3
Sc 0.107572 0.294139 0.949103 -0.183 -1.145 -0.615
F -0.193696 -0.660464 2.485396 -0.309 -0.861 1.279
S -2.242350 0.027450 -0.052097 -0.057 0.061 0.107
Sb -2.884219 0.069528 2.154928 -0.408 0.286 0.557
C -2.936197 -1.863126 3.070057 -0.048 0.632 -0.404
C -3.875378 -2.718154 2.500601 -0.001 0.062 0.042
C -3.923368 -4.041993 2.910593 -0.028 -0.034 -0.009
C -3.038722 -4.496413 3.878987 -0.013 -0.008 -0.023
C -2.114712 -3.630396 4.446888 0.030 0.013 0.052
C -2.051062 -2.304697 4.041235 0.040 0.024 0.074
C -4.825687 0.903396 2.317134 0.291 -0.270 -0.038
C -5.789471 0.322916 3.130917 0.067 -0.026 0.044
C -7.036447 0.922189 3.239162 -0.059 -0.015 0.022
C -7.310064 2.088836 2.540428 0.007 0.002 -0.004
C -6.342251 2.662678 1.726206 0.016 0.018 -0.022
C -5.095227 2.069500 1.610813 0.042 -0.015 -0.047
C -1.621201 1.610460 2.959746 -0.340 -0.371 -0.239
C -1.296951 1.639489 4.310126 0.052 0.066 0.033
C -0.507164 2.669307 4.798125 -0.074 -0.090 0.035
C -0.064889 3.675115 3.948693 0.028 0.101 -0.102
C -0.390993 3.648718 2.604041 0.039 0.000 0.070
C -1.148434 2.597271 2.090743 -0.314 0.162 0.201
H -4.559383 -2.357291 1.739668 -0.007 -0.073 -0.017
H -4.646631 -4.715020 2.469677 0.012 -0.006 0.003
H -3.065291 -5.533087 4.187666 -0.014 0.010 0.016
H -1.429279 -3.987857 5.204017 -0.003 -0.009 -0.011
H -1.304856 -1.645014 4.461574 0.009 -0.011 -0.042
H -5.571837 -0.585955 3.680301 -0.044 0.005 0.005
H -7.795296 0.474497 3.867261 0.008 0.010 0.005
H -8.282862 2.554111 2.627945 -0.002 -0.010 -0.001
H -6.558751 3.568439 1.175473 -0.012 0.000 0.015
H -4.340382 2.504961 0.965449 -0.040 0.030 -0.014
H -1.664410 0.869299 4.976898 0.050 0.021 0.051
H -0.246830 2.696898 5.848217 -0.005 -0.011 -0.004
H 0.540858 4.481723 4.339655 -0.020 0.004 -0.001
H -0.067088 4.445456 1.948498 0.079 -0.050 -0.033
H -1.450567 2.627761 1.046278 -0.015 -0.110 -0.027
C 5.463669 0.739503 -0.756376 -0.244 0.064 0.010
C 4.665194 2.021483 -0.856857 0.260 -0.038 0.035
O 3.286624 1.711105 -1.179682 -0.169 -0.119 0.147
P 2.117174 1.913434 -0.130228 0.610 0.975 -0.302
O 0.952820 1.075124 -0.650074 0.381 0.456 -0.905
Te 2.552048 1.331201 2.108851 0.229 0.065 -0.080
O 1.705278 3.454089 -0.184823 0.233 -0.299 0.083
C 1.392350 4.072395 -1.460376 0.006 0.168 -0.217
C 2.134110 5.384319 -1.575639 -0.014 -0.124 0.068
H 6.518366 0.966014 -0.605098 0.010 0.009 0.001
H 5.352384 0.162337 -1.674119 0.055 -0.012 0.003
H 5.106508 0.144903 0.085311 0.047 -0.030 -0.011
H 5.033518 2.652544 -1.664008 -0.082 0.040 0.006
H 4.707054 2.584983 0.077907 -0.013 0.031 -0.025
H 0.314306 4.232244 -1.490472 -0.004 -0.090 0.044
H 1.663897 3.397507 -2.273366 -0.023 -0.011 0.016
H 1.848909 6.061144 -0.770941 0.004 0.012 -0.012
H 1.889941 5.849978 -2.530484 0.013 0.038 0.012
H 3.211597 5.226141 -1.530328 -0.002 0.004 -0.018
N 2.564912 -6.613555 -0.901993 0.058 0.273 -0.140
C 2.474877 -7.974373 -0.744178 -0.299 -0.224 0.297
C 3.290259 -9.031264 -1.137451 0.076 0.030 -0.092
C 2.889263 -10.294671 -0.758826 0.049 0.029 -0.017
C 1.714427 -10.507289 -0.017371 -0.055 -0.046 0.034
C 0.906332 -9.461940 0.370369 0.002 -0.007 -0.038
C 1.297007 -8.171856 0.004254 0.357 -0.071 -0.198
N 0.708052 -6.961789 0.275363 -0.156 0.336 0.009
C 1.476741 -6.058184 -0.277099 0.029 -0.545 0.119
C 1.213634 -4.628892 -0.182385 -0.146 0.457 0.058
C 2.052344 -3.642772 -0.696437 -0.010 -0.245 0.000
C 1.728019 -2.313322 -0.513473 0.107 0.312 -0.098
N 0.635059 -1.902718 0.131409 -0.171 0.196 0.274
C -0.186598 -2.854355 0.604447 -0.003 -0.080 -0.019
C 0.058118 -4.200512 0.476594 0.167 -0.157 -0.115
H 3.282593 -6.128670 -1.410132 -0.010 0.019 0.012
H 4.193582 -8.873718 -1.712784 -0.001 -0.018 0.022
H 3.497145 -11.146354 -1.033537 -0.010 0.005 -0.020
H 1.447613 -11.520741 0.251570 -0.017 0.015 0.003
H -0.002353 -9.621648 0.934558 0.015 0.005 0.021
H 2.961112 -3.890462 -1.228331 0.005 0.049 0.005
H 2.376291 -1.537084 -0.902096 -0.007 0.034 0.017
H -1.080184 -2.523160 1.110753 -0.007 0.070 0.045
H -0.619077 -4.936389 0.884378 -0.045 0.032 0.009
```
Positions in Å, forces in eV/Å.


Q: Which value of charge does entry 1 give?
A: +1